Density functional theory data (ωB97M-V with the def2-TZVPD basis set) for a cluster of 2 separate species, C3H10N3S in total.

XYZ file:
```
17
Properties=species:S:1:pos:R:3:forces:R:3
C 1.47191 -0.07146 0.24709 -0.19 0.88 -1.54
C 1.27604 -1.56087 0.30984 2.77 -0.05 0.90
C 0.18026 0.70280 -0.12531 1.53 -0.50 -1.06
N 2.59653 0.50899 0.21560 -0.17 -0.22 0.03
N -0.31992 0.44431 -1.32023 0.02 0.38 1.39
N -0.24264 1.72591 0.55006 1.91 0.17 2.49
S -2.97960 -0.24238 -0.09607 -0.66 0.72 0.12
H 2.26275 -2.08117 0.29893 -0.26 0.67 -1.20
H 1.24517 -1.74864 1.36196 -1.81 -0.52 0.97
H 0.60482 -2.05091 -0.38591 -0.40 0.14 0.45
H 2.70468 1.52189 0.01305 -0.71 -0.76 0.47
H -1.11859 1.02367 -1.40888 -1.18 -0.03 -1.50
H -0.25235 -0.45430 -1.76380 0.09 0.00 -0.23
H 0.27149 1.95252 1.39694 0.12 -0.33 -0.11
H -0.98449 2.36974 0.48289 -1.38 0.29 -1.19
H -2.49954 -1.46372 -0.08862 0.11 -0.77 0.06
H -4.21653 -0.57640 0.31247 0.20 -0.07 -0.05
```
Forces are in eV/Å.

**Charge**: +1
**Gap between HOMO and LUMO**: 9.8031 eV

Density functional theory data (ωB97M-V with the def2-TZVPD basis set) for a structure of composition C28H58Cl4F12N2O18S4Zn.

XYZ file:
```
127
Properties=species:S:1:pos:R:3:forces:R:3
Zn 0.11630 1.15963 0.96871 0.40 -0.13 0.94
C -1.35477 5.18795 1.78320 -0.13 0.52 -0.15
F -1.11000 5.20718 0.44825 -0.12 -0.28 1.85
F -0.27465 5.55023 2.49065 -0.57 -0.37 -1.07
F -2.31448 6.10496 2.03875 0.62 -1.49 -0.19
S -1.91993 3.35710 2.37997 -2.79 -0.61 -0.61
O -2.55491 3.55779 3.69495 1.73 -0.48 -2.63
O -2.78702 2.76945 1.33170 2.26 1.14 1.59
N -0.39866 2.36578 2.37928 -3.80 3.77 0.60
S 0.26482 2.69363 3.76480 4.12 -1.36 5.07
O 1.68017 2.28378 3.69866 -2.22 0.90 -0.41
O -0.03512 3.91209 4.51004 0.12 -1.45 -1.91
C -0.43594 1.31179 4.99663 2.18 1.39 0.15
F -0.27878 1.68273 6.27851 -0.84 0.55 -0.62
F -1.69266 1.04656 4.71833 -0.22 -0.64 0.23
F 0.37841 0.23400 4.92935 -0.76 -0.21 -0.68
C -2.37326 1.53410 -2.50637 0.15 0.43 -0.41
F -2.51192 0.29792 -2.97056 -0.29 0.38 0.43
F -2.65015 2.38235 -3.52319 0.75 -0.52 0.89
F -3.20961 1.82525 -1.51621 0.16 -0.62 -0.19
S -0.58146 1.76842 -1.83343 0.10 2.57 0.16
O 0.23058 1.99684 -3.00235 -0.39 -1.11 0.83
O -0.61130 2.92616 -0.95372 -0.62 -1.34 0.15
N -0.25919 0.42606 -0.74207 -1.79 3.29 -3.89
S 0.16862 -0.78354 -1.63762 1.42 -3.69 -1.54
O 0.15116 -0.60811 -3.08723 -0.78 -0.19 2.48
O 1.36907 -1.29826 -1.05651 0.28 -0.45 0.29
C -1.15326 -2.12496 -1.17863 -0.16 2.14 -0.38
F -1.25895 -2.90046 -2.24247 0.11 -0.74 0.85
F -0.87134 -2.74655 -0.01261 -0.09 -0.01 -1.40
F -2.34690 -1.49356 -1.01320 0.51 -0.59 0.14
C -2.51745 -7.87493 2.41319 0.28 -0.33 0.02
O -1.47980 -7.75097 1.45465 -0.11 0.48 -0.17
C -1.20139 -6.42301 1.01485 0.92 -0.49 -1.24
C -0.89820 -6.40599 -0.53191 0.34 -0.48 1.04
O 0.20422 -7.19724 -0.96865 -0.29 -0.60 0.98
C 0.17998 -7.36242 -2.36124 -0.60 -0.02 -0.19
H -2.59419 -8.92002 2.71318 0.06 -0.14 -0.45
H -3.47270 -7.56649 1.98839 -0.12 0.21 0.15
H -2.29713 -7.38007 3.35907 0.01 0.60 -0.07
H -0.36447 -6.00882 1.57709 0.22 -0.05 0.14
H -2.03216 -5.72691 1.13053 -0.37 -0.12 0.14
H -0.60826 -5.40951 -0.86516 -0.77 0.53 0.16
H -1.83342 -6.76078 -0.96504 -0.02 0.08 -0.52
H -0.00142 -6.39490 -2.82932 0.61 0.23 -0.38
H -0.66219 -7.96536 -2.70080 -0.31 -0.33 0.23
H 1.07199 -7.88918 -2.70028 0.17 0.46 0.15
C 5.32539 3.92050 2.45298 -0.67 1.69 -1.63
O 4.15292 3.39570 1.83351 -0.37 -0.88 -0.39
C 3.49123 4.10404 0.75064 0.86 -0.73 1.41
C 2.07046 3.56309 0.55617 -0.31 2.68 -0.79
O 1.76329 2.20843 0.34678 1.20 -0.62 0.83
C 2.82903 1.51348 -0.32827 0.26 -0.04 1.11
H 6.18656 3.75924 1.80454 0.43 -0.91 0.55
H 5.37960 3.70158 3.51940 0.09 -0.71 -0.40
H 5.29607 5.00843 2.39263 -0.38 0.50 0.29
H 3.96990 4.15504 -0.22730 0.80 -0.52 0.13
H 3.46874 5.13217 1.11196 -0.70 0.31 -0.34
H 1.75608 4.00919 -0.38736 0.00 0.56 -0.03
H 1.49059 4.08045 1.32049 -0.49 -1.07 0.24
H 3.72541 1.67044 0.27169 0.23 0.16 -0.27
H 2.97185 1.91506 -1.33148 -0.22 -0.41 -0.16
H 2.60384 0.45477 -0.19970 -0.08 0.11 -0.94
C -2.77178 -0.30223 1.80806 0.57 0.04 -0.88
O -1.32998 -0.29022 1.81879 -0.13 -0.76 -0.44
C -0.74276 -1.26616 2.67755 -1.33 0.37 0.88
C 0.72897 -1.34032 2.48011 0.40 -1.43 -0.27
O 1.26752 -0.07710 2.19377 1.85 -0.01 0.30
C 2.73567 -0.05631 2.38542 -0.22 0.67 -0.01
H -3.11409 -1.33013 1.68826 -0.10 -0.20 1.02
H -3.12218 0.09024 0.85345 0.35 0.73 0.11
H -3.11052 0.31754 2.63826 -0.47 -0.51 0.03
H -1.24131 -2.23407 2.62562 0.19 -0.27 -0.82
H -0.95801 -1.01147 3.71529 0.07 0.43 -0.06
H 1.06280 -2.03427 1.70868 -0.32 -0.06 -0.42
H 1.09605 -1.78663 3.40432 0.45 0.41 0.28
H 3.07996 0.95845 2.18583 -0.34 -0.04 0.37
H 3.31475 -0.69808 1.72141 -0.70 -0.46 -0.36
H 2.99708 -0.34138 3.40449 -0.42 0.16 0.09
C 3.89636 -3.10261 -0.65892 0.90 0.09 0.65
O 2.90982 -4.03868 -1.06688 0.70 0.37 0.33
C 2.66086 -5.04097 -0.09443 0.08 0.70 1.00
C 3.30459 -6.39241 -0.33354 -0.81 0.41 -1.28
O 4.69297 -6.37142 -0.31925 0.33 2.19 0.45
C 5.30864 -7.59850 -0.42693 -0.20 -0.38 0.01
H 4.59440 -3.48927 0.08359 0.42 -0.98 -0.47
H 3.60322 -2.24582 -0.05223 -1.38 0.36 -0.40
H 4.46869 -2.69995 -1.49462 -0.25 -0.31 -0.20
H 1.57749 -5.10521 0.00700 -0.07 -0.62 -0.37
H 2.95379 -4.68491 0.89325 0.37 0.21 0.22
H 3.01624 -6.62408 -1.35886 -0.40 -0.70 -0.14
H 2.87663 -7.09830 0.37827 -0.05 -0.27 0.05
H 6.37110 -7.41753 -0.58978 -0.03 -0.18 0.30
H 4.92215 -8.15249 -1.28240 -0.06 -0.28 -0.16
H 5.07829 -8.12942 0.49674 0.48 -0.65 0.02
C 3.79063 4.45765 -3.23099 -0.35 0.74 -0.04
O 2.90055 5.27007 -2.39504 1.50 -0.48 -0.32
C 1.55624 5.28545 -2.83168 -0.63 -0.65 -1.22
C 0.58547 6.04912 -1.96119 0.52 0.96 0.41
O 0.48041 7.43702 -2.33699 -0.21 -0.28 1.26
C 1.59850 8.19980 -1.86595 0.18 -0.20 -2.38
H 4.16860 4.97549 -4.11251 -0.75 0.48 -0.36
H 3.32332 3.53119 -3.56473 -0.22 -0.05 0.18
H 4.75858 4.23666 -2.78117 -0.44 -0.06 1.08
H 1.24926 4.25144 -2.98879 -0.33 -0.19 0.31
H 1.39733 5.74998 -3.80485 0.62 0.17 -0.47
H 0.95188 6.00133 -0.93573 -0.33 -0.12 0.33
H -0.43305 5.66958 -2.04288 0.24 -0.29 0.01
H 2.43529 7.62787 -2.26693 0.73 0.40 0.66
H 1.71937 8.49269 -0.82302 -0.55 -0.62 0.29
H 1.55112 9.10889 -2.46546 0.05 0.20 0.21
Cl -5.94598 -0.42198 -3.13221 -0.06 -0.81 0.49
C -6.03892 0.49765 -4.66526 -0.47 0.03 1.09
C -7.23179 1.46359 -4.52589 1.68 0.56 -0.33
Cl -8.75815 0.63131 -4.66172 -0.47 -0.16 0.00
H -6.15846 -0.26557 -5.43423 0.13 0.47 -0.18
H -5.05322 0.95918 -4.60636 -0.33 0.43 -0.94
H -7.15874 2.25807 -5.26856 -0.19 -0.25 -0.36
H -7.14966 1.99292 -3.57659 -0.21 -0.35 0.14
Cl -6.59573 1.58447 2.69453 -0.19 -0.03 -0.23
C -6.42615 0.40742 1.33376 0.68 0.27 0.53
C -5.93118 1.11420 0.07802 -0.97 0.05 0.11
Cl -7.34160 1.90315 -0.75951 0.54 -0.01 0.32
H -7.36785 -0.13827 1.27455 0.19 0.15 -0.36
H -5.63591 -0.24120 1.71179 -0.09 -0.26 -0.27
H -5.50429 0.44414 -0.66823 -0.04 -0.08 0.24
H -5.21217 1.87872 0.37237 -0.09 0.03 -0.22
```
Forces are in eV/Å.

**Gap between HOMO and LUMO**: 9.6327 eV

Computed calculated total energy (hartree) in order:
-682.47709 -8976.37842
Computed highest occupied orbital energy (eV) in order:
-13.7 -9.6
Computed relative energy (zero: lowest compared OMol25 entry of this formula, charge and spin) (eV) in order:
1.725 5.242